Entry 1:
The following is a DFT calculation (the ωB97M-V functional and the def2-TZVPD basis) of a structure of composition C5H5CuFLiO4 in a non-equilibrium geometry.

Geometry as XYZ:
```
17
C5H5CuFLiO4, DFT the ωB97M-V functional and the def2-TZVPD basis
H 0.394 -1.898 -0.469
O 1.192 -0.055 0.332
O 3.053 -0.060 -0.792
O 2.485 1.802 0.369
C 1.267 -1.268 -0.341
C 2.463 -1.298 -0.944
C 2.272 0.692 -0.007
H 2.952 -2.021 -1.587
C -2.015 1.410 -1.030
C -1.932 -0.069 -0.972
O -1.795 -0.486 0.343
Cu -3.065 -1.974 1.361
Li -0.557 0.615 1.139
F -1.014 2.008 -0.295
H -2.283 1.997 -1.908
H -2.727 -0.711 -1.516
H -1.155 -0.337 -1.730
```

- ⟨S²⟩: 0.75
- Multiplicity: 2
- F_max: 0.0510 Eh/bohr
- LUMO energy (alpha / beta): -0.20482 / -0.20535 Eh
- HOMO-LUMO gap (alpha / beta): 6.24 / 7.40 eV
- Net charge: +1
- Highest occupied orbital energy (alpha / beta): -11.818 / -12.987 eV
- Energy: -2242.03476 Ha

***

Entry 2:
The following is a DFT calculation (the ωB97M-V functional and the def2-TZVPD basis) of an isolated molecule of C5H5F in a non-equilibrium geometry.

Geometry as XYZ:
```
11
C5H5F, DFT the ωB97M-V functional and the def2-TZVPD basis
C -1.397 -0.552 -0.013
C -0.815 0.802 -0.001
C 0.511 1.037 0.051
C 1.499 0.027 0.013
C 2.285 -0.866 -0.024
H -0.568 -1.249 -0.074
H -1.935 -0.749 0.905
H -2.067 -0.679 -0.840
H -1.483 1.609 -0.016
H 2.995 -1.662 0.019
F 0.975 2.283 -0.021
```

- Structure (SMILES): C#C/C(F)=C\C
- Multiplicity: 1
- F_max: 0.0417 Eh/bohr
- LUMO energy: 0.03942 Eh
- HOMO-LUMO gap: 10.10 eV
- Net charge: 0
- Highest occupied orbital energy: -9.028 eV
- Energy: -293.29095 Ha

***

Entry 3:
The following is a DFT calculation (the ωB97M-V functional and the def2-TZVPD basis) of an isolated molecule of C5H5F in a non-equilibrium geometry.

Geometry as XYZ:
```
11
C5H5F, DFT the ωB97M-V functional and the def2-TZVPD basis
C 1.078 -0.609 0.271
C 1.014 0.798 -0.251
C -0.028 -0.197 -0.683
C -1.310 -0.001 -0.089
C -2.379 0.040 0.473
H 1.783 -1.278 -0.087
H 0.629 1.555 0.399
H 1.810 1.079 -0.929
H 0.072 -0.572 -1.700
H -3.308 0.052 1.022
F 0.639 -0.867 1.574
```

- Structure (SMILES): C#C[C@H]1C[C@H]1F
- Multiplicity: 1
- F_max: 0.0609 Eh/bohr
- LUMO energy: 0.03914 Eh
- HOMO-LUMO gap: 10.65 eV
- Net charge: 0
- Highest occupied orbital energy: -9.582 eV
- Energy: -293.27243 Ha

***

> Among the records above, which one has the highest F_max?

number 3